Record 1
{"formula": "C27H30BNO5", "method": "wB97M-V/def2-TZVPD", "species": ["C", "C", "C", "C", "C", "B", "O", "C", "C", "C", "C", "O", "C", "O", "O", "H", "H", "H", "H", "H", "H", "H", "H", "H", "H", "H", "H", "H", "H", "C", "O", "C", "C", "C", "C", "C", "C", "C", "C", "C", "C", "C", "C", "N", "C", "C", "C", "C", "H", "H", "H", "H", "H", "H", "H", "H", "H", "H", "H", "H", "H", "H", "H", "H"], "coordinates": [[-3.38641, -6.84109, -2.08677], [-2.40941, -5.87404, -2.54330], [-1.54590, -5.77164, -3.61925], [-0.82335, -4.55325, -3.43333], [-1.34544, -3.93674, -2.29847], [-0.99106, -2.78970, -1.16595], [-0.60512, -3.74006, -0.10906], [-0.09441, -2.90847, 0.88259], [-0.19399, -1.45356, 0.36217], [0.39889, -0.56433, 1.38837], [-1.71233, -1.07554, 0.02961], [-2.18305, -2.00228, -0.91220], [0.60762, -1.27442, -1.01531], [0.12819, -2.20258, -1.92507], [-2.25845, -4.78566, -1.73676], [-3.49364, -7.62887, -2.82939], [-3.07812, -7.28906, -1.13352], [-4.35613, -6.35540, -1.92957], [-1.44439, -6.47924, -4.43509], [-0.02531, -4.15005, -4.05064], [-0.67124, -3.00125, 1.82499], [0.96710, -3.14998, 1.09113], [-0.18019, 0.69471, -0.33984], [-0.21697, -0.63124, 2.29283], [1.36467, -1.03382, 1.61540], [-2.34092, -1.05746, 0.94138], [-1.79596, -0.08313, -0.44651], [0.40266, -0.29764, -1.49328], [1.69740, -1.35185, -0.85852], [-4.58151, 4.88968, 2.11696], [-3.64962, 4.16885, 2.95623], [-2.66746, 3.44274, 2.36589], [-2.48318, 3.38306, 0.96356], [-1.52989, 2.51120, 0.44096], [-0.72935, 1.75688, 1.27839], [0.32234, 0.78566, 0.62013], [1.57483, 1.47540, -0.01277], [2.97491, 1.06300, 0.09859], [3.67583, 0.03758, 0.75231], [5.06641, 0.15701, 0.92695], [5.79724, 1.24755, 0.43353], [5.12333, 2.26149, -0.27289], [3.75536, 2.13624, -0.44295], [2.85711, 3.13395, -0.84580], [3.22325, 4.49262, -1.18184], [1.56740, 2.71120, -0.63080], [-0.83753, 1.88260, 2.66639], [-1.81524, 2.70589, 3.22044], [-5.33067, 5.27036, 2.81237], [-4.07296, 5.71915, 1.60884], [-5.04908, 4.23138, 1.37257], [-3.08391, 3.98762, 0.29557], [-1.43220, 2.41385, -0.63662], [1.07507, 0.71631, 1.54562], [3.14687, -0.83032, 1.13318], [5.60098, -0.62239, 1.46922], [6.87252, 1.31662, 0.60423], [5.65783, 3.13225, -0.66125], [4.25110, 4.51219, -1.55448], [2.53540, 4.86513, -1.94692], [3.16797, 5.16998, -0.30964], [0.72256, 3.33352, -0.89036], [-0.17774, 1.32989, 3.34173], [-1.94264, 2.79953, 4.29605]], "forces_ev_per_angstrom": [[-0.68, -0.75, 0.28], [1.54, 1.05, -0.99], [-0.74, -0.28, 0.97], [-0.57, 1.15, 0.88], [0.08, -0.77, -0.04], [-1.57, -5.40, -5.97], [0.58, 1.72, 1.29], [-0.04, -0.01, -0.07], [-0.53, 0.19, -1.44], [0.22, -1.74, 1.20], [0.31, -0.41, 0.12], [1.21, 0.69, 1.08], [-0.35, -0.48, -0.04], [0.38, 1.04, 1.96], [-0.60, -0.75, -1.20], [-0.11, -0.12, 0.04], [-0.11, -0.01, -0.11], [0.02, -0.17, -0.01], [-0.04, 0.06, 0.22], [-0.29, -0.08, 0.13], [0.18, 0.11, -0.05], [-0.09, 0.14, 0.09], [-0.15, -1.53, -0.01], [0.16, 0.65, -0.17], [0.04, 0.61, -0.01], [0.27, -0.05, -0.05], [0.20, 0.12, 0.29], [0.19, 0.17, 0.40], [-0.04, -0.02, 0.13], [0.49, -0.29, 0.33], [-0.11, 0.12, -0.37], [0.20, -0.17, -0.54], [0.07, -0.19, 0.78], [-0.31, 0.26, 0.28], [1.19, -0.23, 0.18], [-0.68, 5.18, 0.60], [1.37, 0.55, 0.31], [0.18, 0.85, 0.07], [0.73, 0.10, 0.07], [-0.61, -0.33, -0.06], [-0.77, 0.63, -0.57], [1.02, -0.57, 0.28], [-1.63, 0.66, 0.72], [0.17, -0.78, -0.28], [-0.05, 0.32, -0.03], [0.53, -0.61, 0.76], [-0.43, 0.34, 0.06], [-0.16, 0.21, -0.60], [0.10, -0.02, -0.22], [-0.12, -0.13, 0.10], [0.10, 0.08, 0.24], [0.00, -0.14, 0.08], [-0.07, 0.02, 0.05], [-0.28, -0.63, -0.54], [0.39, 0.09, -0.01], [-0.20, 0.12, -0.16], [-0.36, -0.04, -0.08], [-0.14, -0.34, 0.20], [-0.32, 0.02, -0.10], [0.26, 0.00, 0.04], [0.00, -0.39, -0.23], [0.18, 0.05, 0.11], [-0.21, 0.13, -0.21], [0.01, -0.04, -0.21]], "total_charge": 0, "e_lumo_ev": -1.16, "gap_ev": 4.6}

---

Record 2
{"formula": "C20H20N6O2S", "method": "wB97M-V/def2-TZVPD", "species": ["C", "O", "C", "C", "C", "C", "C", "C", "C", "C", "C", "C", "C", "C", "N", "C", "N", "C", "O", "C", "N", "N", "C", "N", "C", "N", "C", "S", "C", "H", "H", "H", "H", "H", "H", "H", "H", "H", "H", "H", "H", "H", "H", "H", "H", "H", "H", "H", "H"], "coordinates": [[-1.11834, 4.25254, 5.23748], [-0.60983, 3.29024, 4.32131], [-1.07984, 3.35404, 3.04031], [-2.02054, 4.30458, 2.60368], [-2.55901, 4.25728, 1.28921], [-3.47186, 5.34495, 0.78405], [-2.11890, 3.27327, 0.41021], [-1.22339, 2.26794, 0.87938], [-0.69459, 1.14186, 0.11903], [0.20024, 0.33212, 0.85896], [0.81762, -0.88622, 0.32355], [0.45031, -1.51065, -0.92085], [1.23139, -2.64657, -1.12858], [1.26365, -3.63529, -2.30967], [0.35852, -3.18650, -3.42366], [-0.49569, -4.13950, -4.16503], [-0.94137, -3.32928, -5.27913], [-0.17355, -2.24226, -5.48891], [-0.03297, -1.78375, -6.64788], [0.83091, -2.12705, -4.35846], [2.02597, -2.72976, 0.00017], [2.94339, -3.67501, 0.23475], [3.76868, -3.56301, 1.25355], [3.59996, -2.58346, 2.23886], [2.70123, -1.68184, 2.02169], [2.69154, -0.90507, 3.09639], [1.84376, -1.65205, 0.83816], [0.41658, 1.00768, 2.47667], [-0.67309, 2.34732, 2.15828], [-0.80517, 5.25656, 5.00434], [-0.79622, 4.04977, 6.26789], [-2.21764, 4.24708, 5.19461], [-2.32038, 5.11079, 3.23441], [-4.48926, 5.23893, 1.21729], [-3.57653, 5.27936, -0.31360], [-3.05641, 6.34810, 1.01379], [-2.49839, 3.16648, -0.57731], [-0.89827, 0.95385, -0.92131], [-0.35406, -1.19752, -1.59643], [2.29565, -3.71994, -2.65421], [0.97783, -4.63773, -1.95974], [0.10001, -5.00058, -4.55990], [-1.31403, -4.51085, -3.47184], [-1.15963, -3.85917, -6.15012], [1.83265, -2.38811, -4.76764], [0.84260, -1.15519, -3.90149], [4.59215, -4.24839, 1.36146], [1.77735, -0.48634, 3.22990], [3.13694, -1.34363, 3.88639]], "forces_ev_per_angstrom": [[-0.75, -0.17, 0.17], [0.29, 0.18, 0.10], [-0.97, 0.60, 0.31], [0.55, -0.96, -0.72], [1.05, -0.25, -0.48], [-0.37, 0.20, -0.06], [0.31, -0.66, 1.67], [0.30, 0.11, -1.05], [1.43, -0.78, 2.00], [-1.78, 1.79, -1.30], [-0.33, 0.35, -0.48], [-0.05, -0.19, -0.02], [-0.54, 0.48, 0.52], [-0.88, 0.74, -0.35], [0.27, 0.45, 0.79], [0.77, -0.06, 1.36], [-1.20, -1.62, -0.39], [2.18, -0.26, -3.91], [-0.62, 0.13, 2.84], [-0.29, -1.42, 0.72], [0.54, 0.04, -0.11], [2.17, -1.65, -0.45], [-2.61, 2.23, -0.08], [1.98, -3.35, -2.51], [0.22, -1.13, -0.24], [-2.50, 2.54, 0.46], [0.29, 0.07, 1.21], [-0.59, 0.44, -0.64], [-0.11, -0.59, -0.05], [0.33, 0.43, -0.33], [0.09, -0.43, -0.57], [0.21, -0.10, 0.21], [-0.14, 0.30, 0.37], [0.57, 0.26, -0.15], [0.04, 0.00, 0.50], [-0.39, -0.54, 0.00], [-0.30, 0.20, -0.67], [-0.19, 0.00, -0.07], [0.52, -0.13, 0.39], [0.17, -0.02, -0.09], [-0.12, 0.28, -0.18], [-0.45, 0.23, 0.26], [0.79, 0.37, -1.00], [-0.03, 0.96, 1.06], [-0.44, 0.41, -0.01], [0.16, 0.44, 0.26], [-0.18, -0.31, -0.06], [0.60, 0.23, 0.82], [-0.01, 0.14, 0.00]], "total_charge": 0, "e_lumo_ev": 0.25, "relative_energy_kj_mol": 225.87, "gap_ev": 7.8}

---

Record 3
{"formula": "C5H10N3O", "method": "wB97M-V/def2-TZVPD", "species": ["C", "C", "C", "C", "C", "N", "N", "N", "O", "H", "H", "H", "H", "H", "H", "H", "H", "H", "H"], "coordinates": [[-1.15779, -1.87516, 0.07455], [2.48173, 0.28575, -0.36490], [-0.32081, -0.01461, 0.99362], [-0.80362, 0.37100, -0.40903], [-1.97018, 1.32712, -0.42495], [-1.18734, -0.97196, -0.92718], [-0.72954, -1.30631, 1.20393], [3.55449, 0.39936, 0.33801], [1.84352, 0.62845, -1.28347], [-1.18575, -2.90680, -0.02533], [-0.32778, 0.75034, 1.84961], [-0.06671, 0.65856, -1.16352], [-2.53483, 1.04612, 0.38300], [-2.50747, 1.19471, -1.40056], [-1.54074, 2.25059, -0.47714], [-0.92843, -1.10622, -1.89748], [-0.75583, -1.65126, 2.16122], [3.75824, -0.15473, 1.16121], [4.37882, 1.07508, 0.20842]], "forces_ev_per_angstrom": [[1.01, 1.87, -0.95], [-0.68, -2.66, 2.22], [-1.07, 2.29, 0.43], [0.62, -1.24, -0.63], [0.36, -2.31, -2.89], [0.26, -0.56, 1.62], [0.02, 0.97, 0.26], [3.53, 2.04, 0.54], [0.25, 1.53, -2.13], [-0.60, -1.71, -0.29], [0.26, -1.51, -1.36], [0.15, 0.49, 0.92], [-1.99, 0.28, 1.88], [0.22, 0.01, 0.97], [0.55, 2.88, 0.62], [-0.50, -0.83, 0.17], [-0.07, -0.57, -0.57], [-0.75, -0.23, -0.38], [-1.56, -0.75, -0.43]], "s_squared": 2.02, "total_charge": 1, "multiplicity": 3, "e_lumo_ev": [-3.52, -4.74], "relative_energy_kj_mol": 0.00, "gap_ev": [6.8, 9.7]}